No. 1
Molecular formula: C35H93FN3O14PS9
Method: DFT, ωB97M-V with the def2-TZVPD basis set

Calculated values
highest occupied orbital energy	-7.953	eV
E	-6631.4662	Eh

ORCA input file:
```
! wB97M-V def2-TZVPD RIJCOSX def2/J DEFGRID3
* xyz 0 1
C 0.279 2.096 -1.534
O 0.010 2.639 -0.267
C 0.587 1.878 0.783
C -0.330 0.735 1.239
C 0.454 -0.415 1.891
C 0.330 -1.736 1.132
C 1.604 -2.561 1.094
O 2.739 -1.855 0.633
C 2.649 -1.358 -0.666
P 4.012 -0.105 -0.731
N 5.482 -0.609 -0.494
C 2.777 -2.417 -1.808
C 1.418 -2.687 -2.443
N 0.890 -1.505 -3.135
O 3.345 -3.551 -1.213
C 3.161 -4.838 -1.765
C 2.007 -5.604 -1.143
C 2.285 -5.937 0.311
F 1.109 -5.855 1.060
O 3.669 -1.839 -2.719
C 3.764 -2.350 -4.050
C 3.205 -1.392 -5.103
N 2.203 -2.022 -5.966
C 1.068 -1.161 -6.314
C -0.322 -1.820 -6.237
C -0.343 -3.222 -5.648
O -1.157 -0.922 -5.491
H -0.332 2.622 -2.262
H 1.333 2.218 -1.800
H 0.024 1.032 -1.589
H 0.777 2.534 1.622
H 1.525 1.437 0.442
H -1.079 1.128 1.923
H -0.867 0.381 0.358
H 0.044 -0.572 2.887
H 1.500 -0.138 2.002
H -0.017 -1.565 0.110
H -0.427 -2.372 1.590
H 1.424 -3.461 0.503
H 1.863 -2.897 2.096
H 1.714 -0.806 -0.807
H 3.569 0.825 0.225
H 3.779 0.565 -1.941
H 5.838 -0.182 0.353
H 0.740 -2.986 -1.645
H 1.472 -3.494 -3.173
H -0.033 -1.258 -2.810
H 1.484 -0.696 -3.020
H 3.076 -4.844 -2.850
H 4.081 -5.379 -1.535
H 1.065 -5.066 -1.212
H 1.876 -6.524 -1.714
H 2.650 -6.955 0.424
H 2.994 -5.237 0.746
H 3.291 -3.322 -4.153
H 4.830 -2.491 -4.221
H 4.038 -1.025 -5.706
H 2.803 -0.526 -4.584
H 2.679 -2.205 -6.840
H 1.200 -0.801 -7.336
H 1.033 -0.278 -5.681
H -0.716 -1.880 -7.254
H 0.439 -3.355 -4.908
H -0.203 -3.973 -6.422
H -1.302 -3.389 -5.159
H -2.043 -1.287 -5.507
C 5.105 3.805 3.201
S 3.638 3.128 3.988
O 2.597 3.005 2.926
C 3.255 4.620 4.904
H 5.492 3.056 2.514
H 4.836 4.708 2.653
H 5.850 4.023 3.965
H 3.151 5.446 4.200
H 4.051 4.812 5.622
H 2.330 4.453 5.447
C 5.245 -3.178 -10.171
S 3.654 -2.351 -10.082
O 3.463 -1.960 -8.659
C 2.652 -3.812 -10.348
H 6.015 -2.434 -9.980
H 5.288 -3.961 -9.415
H 5.377 -3.596 -11.169
H 2.883 -4.555 -9.583
H 2.852 -4.208 -11.343
H 1.606 -3.516 -10.276
C 1.056 0.691 8.195
S 1.365 1.759 6.787
O 2.086 2.954 7.313
C -0.340 2.243 6.544
H 2.017 0.310 8.534
H 0.576 1.269 8.984
H 0.416 -0.134 7.886
H -0.728 2.689 7.456
H -0.927 1.365 6.283
H -0.364 2.963 5.726
C -4.415 3.275 9.320
S -3.029 2.267 9.860
O -2.584 1.506 8.648
C -4.005 1.121 10.834
H -4.021 4.041 8.655
H -5.140 2.656 8.789
H -4.872 3.746 10.190
H -4.761 0.657 10.199
H -4.466 1.663 11.659
H -3.328 0.365 11.224
C -3.281 7.026 -1.225
S -3.403 5.269 -1.575
O -4.801 4.871 -1.251
C -2.378 4.709 -0.219
H -3.896 7.549 -1.954
H -3.651 7.219 -0.218
H -2.243 7.342 -1.323
H -2.788 5.066 0.726
H -1.359 5.066 -0.359
H -2.372 3.622 -0.237
C -2.244 3.306 15.162
S -1.010 3.073 13.877
O -1.721 3.173 12.574
C -0.745 1.324 14.184
H -2.582 4.339 15.107
H -3.081 2.631 14.987
H -1.793 3.118 16.136
H -1.690 0.790 14.078
H -0.336 1.189 15.185
H -0.032 0.966 13.445
C -5.674 1.122 3.716
S -5.323 0.368 5.309
O -6.448 0.734 6.212
C -3.957 1.438 5.747
H -6.541 0.620 3.294
H -5.891 2.181 3.857
H -4.815 0.989 3.057
H -4.298 2.475 5.745
H -3.142 1.304 5.034
H -3.625 1.163 6.748
C -1.125 -4.792 -13.416
S -0.019 -3.566 -12.711
O -0.664 -3.046 -11.479
C -0.251 -2.335 -13.997
H -1.161 -5.635 -12.731
H -2.119 -4.360 -13.526
H -0.735 -5.117 -14.381
H -1.308 -2.080 -14.065
H 0.114 -2.730 -14.944
H 0.325 -1.456 -13.718
C -5.189 2.026 -2.831
S -4.012 1.734 -4.153
O -4.777 1.743 -5.425
C -3.700 0.010 -3.747
H -5.542 3.050 -2.912
H -6.019 1.327 -2.934
H -4.693 1.901 -1.869
H -4.639 -0.543 -3.773
H -3.243 -0.050 -2.759
H -3.011 -0.383 -4.492
*
```



No. 2
Molecular formula: C35H93Li2N11O16
Method: DFT, ωB97M-V with the def2-TZVPD basis set

Calculated values
highest occupied orbital energy	-4.778	eV
E	-3210.0137	Eh

ORCA input file:
```
! wB97M-V def2-TZVPD RIJCOSX def2/J DEFGRID3
* xyz 0 1
Li -6.116 -0.918 1.128
Li -1.410 0.274 5.148
O 0.796 0.170 2.731
C 0.288 0.484 1.418
C -1.244 0.014 1.129
O -2.339 0.415 1.922
H 0.888 -0.059 0.688
H 0.475 1.518 1.129
H -1.287 -1.075 1.118
H -1.591 0.280 0.131
C 4.694 4.181 5.449
O 5.405 4.960 6.078
N 4.512 2.971 5.841
N 4.341 4.398 4.251
H 4.073 2.305 5.223
H 5.027 2.770 6.686
H 4.607 5.272 3.820
H 3.663 3.738 3.896
C 7.202 -0.799 2.480
O 8.137 -1.595 2.455
N 5.988 -1.268 2.536
N 7.308 0.454 2.348
H 5.216 -0.620 2.597
H 5.988 -2.278 2.535
H 6.509 1.051 2.509
H 8.205 0.918 2.332
C 2.195 -3.255 8.124
O 2.108 -3.669 9.307
N 2.658 -3.839 7.084
N 1.957 -2.012 7.791
H 2.768 -3.315 6.228
H 3.045 -4.754 7.265
H 2.021 -1.694 6.835
H 1.560 -1.477 8.550
C -3.119 5.968 7.361
O -1.829 5.363 7.140
C -1.935 3.905 6.957
C -2.900 3.056 7.846
N -2.513 1.609 7.790
C -3.753 0.744 8.050
C -3.566 -0.810 7.704
O -2.979 -0.968 6.399
C -2.822 -2.335 6.061
H -2.963 7.035 7.522
H -3.583 5.561 8.259
H -3.798 5.748 6.537
H -0.942 3.541 7.222
H -1.967 3.576 5.918
H -3.924 3.149 7.484
H -3.070 3.465 8.842
H -1.846 1.574 8.548
H -4.593 1.124 7.469
H -4.083 0.664 9.086
H -4.466 -1.411 7.839
H -2.825 -1.177 8.414
H -2.209 -2.431 5.165
H -3.715 -2.931 5.875
H -2.217 -2.802 6.838
C 11.000 3.520 -9.130
O 10.356 3.345 -7.884
C 11.238 3.354 -6.717
C 10.550 3.185 -5.374
N 9.835 1.962 -5.349
C 9.062 1.753 -4.095
C 7.904 0.775 -4.356
O 7.024 1.086 -5.445
C 5.903 1.777 -5.059
H 11.944 2.977 -9.178
H 11.093 4.591 -9.313
H 10.298 3.228 -9.910
H 11.790 4.290 -6.626
H 11.983 2.597 -6.963
H 9.885 4.011 -5.125
H 11.287 3.120 -4.573
H 9.222 1.848 -6.144
H 8.662 2.667 -3.657
H 9.679 1.276 -3.333
H 7.380 0.582 -3.420
H 8.328 -0.209 -4.559
H 6.118 2.764 -4.647
H 5.297 1.268 -4.309
H 5.226 1.863 -5.909
C 4.862 -7.810 -1.820
O 3.670 -7.050 -2.044
C 3.889 -5.737 -2.529
C 2.650 -5.048 -3.058
N 2.209 -5.525 -4.351
C 1.167 -4.678 -4.936
C 0.588 -5.144 -6.238
O -0.321 -6.188 -6.127
C -1.240 -6.076 -7.232
H 5.421 -7.417 -0.971
H 5.499 -8.013 -2.681
H 4.478 -8.815 -1.640
H 4.654 -5.625 -3.298
H 4.253 -5.178 -1.667
H 2.860 -3.987 -3.195
H 1.789 -5.203 -2.407
H 2.982 -5.384 -4.985
H 1.632 -3.699 -5.054
H 0.327 -4.546 -4.255
H 1.350 -5.251 -7.010
H 0.072 -4.245 -6.575
H -0.725 -5.909 -8.178
H -1.965 -5.270 -7.119
H -1.835 -6.976 -7.386
C -8.540 -2.830 2.796
O -7.494 -3.283 1.951
C -7.638 -4.614 1.605
C -6.626 -4.996 0.524
N -6.925 -4.156 -0.651
C -5.963 -4.637 -1.678
C -6.510 -5.895 -2.440
O -7.816 -5.619 -2.935
C -8.244 -6.577 -3.876
H -9.303 -2.401 2.146
H -8.231 -1.987 3.414
H -8.900 -3.558 3.523
H -8.630 -4.945 1.301
H -7.464 -5.181 2.520
H -6.633 -6.080 0.411
H -5.621 -4.831 0.911
H -7.844 -4.365 -1.013
H -4.949 -4.740 -1.292
H -5.805 -3.869 -2.435
H -6.556 -6.741 -1.756
H -5.760 -6.057 -3.215
H -9.170 -6.203 -4.314
H -8.400 -7.502 -3.322
H -7.555 -6.763 -4.700
C -3.550 4.139 -6.648
O -3.651 4.241 -5.237
C -2.638 5.115 -4.648
C -3.183 5.388 -3.156
N -4.391 6.229 -3.228
C -5.098 6.351 -1.961
C -4.381 6.843 -0.717
O -5.319 6.726 0.368
C -5.968 7.967 0.744
H -3.833 5.082 -7.116
H -4.283 3.375 -6.908
H -2.641 3.685 -7.044
H -2.609 6.096 -5.122
H -1.605 4.778 -4.561
H -2.432 5.906 -2.559
H -3.391 4.466 -2.614
H -5.054 6.067 -3.973
H -5.766 5.539 -1.674
H -5.825 7.100 -2.277
H -3.903 7.804 -0.908
H -3.485 6.247 -0.543
H -6.668 8.328 -0.010
H -5.224 8.764 0.751
H -6.391 7.957 1.748
O -6.095 3.321 3.809
H -5.812 4.096 3.322
H -5.585 2.603 3.434
*
```



No. 3
Molecular formula: C35H94N2O11
Method: DFT, ωB97M-V with the def2-TZVPD basis set

Calculated values
structure (SMILES)	COC[C@H](C)N.COC[C@H](C)N.CC(C)O.CC(C)O.CC(C)O.CC(C)O.CC(C)O.CC(C)O.CC(C)O.CC(C)O.CC(C)O
highest occupied orbital energy	-8.401	eV
E	-2326.9860	Eh
ΔE to the lowest compared entry with this formula, charge and spin	0.0	kJ/mol

ORCA input file:
```
! wB97M-V def2-TZVPD RIJCOSX def2/J DEFGRID3
* xyz 0 1
C 1.282 4.601 1.910
O 0.757 4.087 3.080
C 0.854 2.629 3.160
C 0.555 2.204 4.637
C 1.569 2.877 5.565
N 0.580 0.776 4.844
H 0.822 4.202 1.004
H 2.353 4.458 1.849
H 1.053 5.690 1.915
H 0.243 2.162 2.394
H 1.875 2.344 2.959
H -0.408 2.572 4.992
H 2.521 2.392 5.409
H 1.177 2.621 6.559
H 1.749 3.923 5.420
H -0.237 0.356 4.385
H 1.435 0.341 4.449
C 1.171 -1.417 -4.920
O 1.861 -0.430 -4.191
C 2.595 0.543 -4.905
C 3.574 1.139 -3.910
C 4.207 2.464 -4.358
N 4.657 0.269 -3.413
H 0.558 -1.920 -4.166
H 1.776 -2.138 -5.486
H 0.477 -0.968 -5.620
H 3.072 0.163 -5.818
H 1.952 1.380 -5.237
H 2.830 1.387 -3.125
H 5.005 2.313 -5.113
H 4.740 2.838 -3.468
H 3.457 3.193 -4.722
H 5.321 0.140 -4.173
H 4.317 -0.661 -3.117
C 4.307 -1.739 0.063
C 5.712 -1.222 0.317
C 5.737 0.322 0.465
O 6.203 -1.980 1.445
H 3.668 -1.593 0.959
H 4.410 -2.802 -0.056
H 3.831 -1.282 -0.848
H 6.288 -1.404 -0.612
H 5.126 0.598 1.356
H 5.279 0.687 -0.439
H 6.757 0.698 0.584
H 6.907 -1.525 1.861
C -4.075 1.373 5.312
C -3.646 0.651 4.020
C -3.408 1.633 2.889
O -2.472 -0.058 4.287
H -5.105 1.701 5.132
H -3.572 2.292 5.566
H -4.129 0.757 6.210
H -4.427 -0.012 3.735
H -4.269 2.216 2.612
H -3.118 1.041 1.994
H -2.601 2.336 3.149
H -2.226 -0.635 3.552
C -1.850 1.649 -3.598
C -0.723 2.510 -4.196
C -0.718 2.361 -5.709
O -0.908 3.877 -3.828
H -1.758 0.614 -3.911
H -2.778 2.078 -3.911
H -1.740 1.810 -2.494
H 0.255 2.235 -3.865
H -1.570 2.926 -6.124
H -0.821 1.291 -5.946
H 0.209 2.806 -6.101
H -0.873 3.968 -2.878
C -2.052 -3.738 0.823
C -2.352 -3.062 2.151
C -1.278 -3.365 3.198
O -2.386 -1.629 1.887
H -0.987 -3.537 0.663
H -2.641 -3.413 -0.038
H -2.125 -4.796 0.927
H -3.382 -3.351 2.464
H -0.239 -3.204 2.865
H -1.373 -4.444 3.422
H -1.431 -2.778 4.119
H -3.097 -1.467 1.228
C -0.409 -6.834 -3.229
C -1.598 -5.936 -3.017
C -1.190 -4.502 -2.895
O -2.470 -6.187 -4.152
H 0.182 -6.549 -4.115
H -0.843 -7.870 -3.327
H 0.145 -6.859 -2.256
H -2.123 -6.151 -2.067
H -0.598 -4.101 -3.720
H -0.659 -4.274 -1.961
H -2.036 -3.816 -2.855
H -3.211 -5.543 -4.174
C 2.386 -3.362 2.882
C 2.687 -2.221 3.865
C 4.008 -2.416 4.612
O 2.720 -0.981 3.215
H 3.279 -3.616 2.279
H 1.654 -3.011 2.196
H 1.939 -4.256 3.327
H 1.895 -2.178 4.651
H 4.789 -2.580 3.854
H 3.982 -3.267 5.291
H 4.371 -1.683 5.343
H 1.939 -0.752 2.709
C -4.135 0.792 -0.763
C -4.726 -0.616 -0.915
C -3.965 -1.536 -1.846
O -4.725 -1.333 0.341
H -3.151 0.716 -0.236
H -4.776 1.385 -0.085
H -4.008 1.354 -1.701
H -5.738 -0.426 -1.320
H -3.925 -1.122 -2.863
H -4.478 -2.507 -1.804
H -2.948 -1.704 -1.465
H -5.065 -0.784 1.049
C -3.298 5.297 -1.559
C -2.260 5.198 -0.453
C -2.496 4.078 0.563
O -0.996 4.991 -1.035
H -4.273 5.670 -1.241
H -3.470 4.327 -2.021
H -2.946 5.977 -2.339
H -2.166 6.141 0.056
H -3.487 4.128 1.048
H -1.729 4.119 1.314
H -2.462 3.128 -0.013
H -0.723 5.826 -1.414
C 0.888 -1.368 -0.662
C 0.914 -0.184 0.283
C 0.292 1.097 -0.358
O 0.311 -0.428 1.533
H 1.305 -2.207 -0.186
H 1.363 -1.077 -1.593
H -0.148 -1.629 -0.912
H 1.925 0.138 0.525
H -0.696 1.025 -0.816
H 1.002 1.511 -1.100
H 0.258 1.748 0.565
H -0.613 -0.700 1.479
*
```